(1)
{
  "formula": "C44H46CoFN9O",
  "method": "ωB97M-V/def2-TZVPD",
  "elements": ["H", "H", "H", "H", "C", "H", "C", "F", "H", "C", "O", "H", "N", "Co", "H", "H", "C", "H", "C", "H", "H", "C", "H", "H", "N", "H", "C", "C", "H", "H", "C", "H", "C", "C", "C", "H", "C", "H", "H", "C", "H", "C", "N", "C", "C", "C", "C", "H", "C", "H", "H", "C", "N", "H", "H", "C", "C", "H", "C", "C", "H", "H", "C", "N", "C", "N", "C", "C", "H", "H", "H", "C", "H", "H", "H", "C", "H", "H", "N", "H", "H", "C", "C", "C", "N", "C", "C", "C", "H", "C", "N", "H", "C", "C", "H", "H", "H", "C", "C", "H", "C", "C"],
  "positions_angstrom": [[-0.13447, 3.37671, 1.70390], [-4.32607, 0.21271, -2.05989], [-1.27379, 6.72267, -1.22081], [3.84954, 1.57547, -3.14156], [-1.01423, 5.69401, -1.44458], [0.51134, 4.82094, 3.51343], [-2.09453, 2.88911, 2.29798], [-0.17186, 1.78443, -2.31874], [-3.43243, 2.42711, -1.42456], [-0.53218, 4.49535, 3.47017], [4.46492, -3.35742, -2.16359], [-6.34725, 1.90791, -0.68187], [0.20456, -1.31129, -0.54897], [-0.52593, 0.59528, -0.01967], [-5.66982, 3.52624, -0.92164], [-0.86875, 4.34485, 4.49997], [-3.02232, -1.15236, 4.36406], [-2.91289, -3.64290, 1.95723], [6.72533, 1.08213, -1.68114], [6.97038, 2.12946, -1.54007], [-1.99831, -1.27588, 4.72128], [2.16803, -4.84568, -1.63568], [2.35582, -3.94521, -1.06851], [-4.77326, -2.02016, 1.50442], [-1.42239, 2.27934, 0.01901], [-5.79984, 2.26696, 1.39726], [-4.41402, 2.73717, 2.95536], [-1.57558, -0.34022, 1.29344], [8.18385, -1.98942, -1.70183], [1.53871, -1.22609, 1.14353], [6.10796, -1.59586, -2.04789], [-2.82321, 3.26016, 4.28841], [5.12071, -0.63077, -2.14822], [-0.65320, 3.21095, 2.64755], [-1.40671, 4.69171, -0.56045], [2.02087, 0.10521, -1.78877], [-3.08832, 2.98467, 3.27167], [-4.82104, -0.07609, -0.37525], [-5.31009, -2.04112, 3.19594], [-0.37545, -2.37230, -1.07116], [-3.25517, -0.08544, 4.36240], [-4.16257, 1.94937, -0.77005], [0.88897, -3.13757, 0.57098], [5.76542, -3.00987, -2.26802], [-2.80325, -3.22084, 2.96153], [-3.78366, 2.30528, 0.65647], [0.92226, -5.45216, -1.59181], [-1.96967, 4.94163, 0.33165], [3.00707, -6.58189, -3.07945], [-1.14759, -4.93714, -1.29579], [8.73710, 0.40835, -1.34589], [0.72115, -6.62450, -2.31142], [1.49152, 1.21851, -0.03694], [4.73051, 2.74806, -2.17050], [0.51678, 3.77195, -3.77461], [7.41832, -1.22545, -1.76890], [-0.40662, 3.10248, -1.98605], [1.79916, 2.82985, 1.35801], [-4.09579, 0.44018, -1.01340], [-0.00438, 4.06849, -2.87125], [-3.69945, -1.65996, 5.05851], [0.05432, 1.14524, 2.78203], [1.76051, -7.19111, -3.03757], [5.66620, -5.11523, -2.68606], [4.48710, -4.68537, -2.43545], [0.02834, -3.46226, -0.43547], [-2.28820, -0.99873, 2.02689], [-4.62800, -1.56357, 2.48629], [1.06486, 2.32738, 3.65031], [-1.76796, -3.35825, 3.28110], [4.10868, -0.93899, -2.38530], [-1.09241, 3.34111, -0.79167], [-5.18131, 2.80938, 3.71777], [3.82122, -7.01038, -3.65173], [-0.50241, 1.81818, 4.30410], [-0.29929, 5.40108, -2.59859], [-3.11679, 0.03169, -0.77452], [1.59361, -8.10909, -3.58643], [6.52067, -3.99616, -2.57536], [-0.30805, -5.38256, 0.18591], [-3.45740, -3.77553, 3.64261], [-3.17544, -1.73139, 2.95050], [2.14529, 2.29820, 0.48379], [0.95563, -1.83458, 0.46922], [3.27215, 1.71299, -1.16735], [5.42054, 0.71434, -1.97727], [-2.44468, 2.49873, 1.00341], [-4.75610, 2.42221, 1.64639], [-0.25144, -7.10618, -2.30293], [4.33130, 1.73957, -2.17988], [3.24200, 2.62332, -0.15607], [-4.88347, -0.50202, 2.40837], [3.20023, -5.39839, -2.38316], [7.72042, 0.11402, -1.57774], [-1.12352, 5.30607, 3.03802], [-5.68522, 2.35661, -2.25047], [0.00627, 6.18147, -3.28396], [0.03675, 2.05572, 3.38115], [-0.20207, -4.86222, -0.76299], [-1.06781, -2.38125, -1.90021], [2.23680, 0.89025, -1.08098], [-5.54547, 2.46859, -1.17190]],
  "forces_ev_per_a": [[-0.043, 0.024, -0.071], [-0.031, 0.017, 0.066], [0.004, -0.055, 0.007], [-0.032, 0.019, -0.087], [-0.029, -0.130, 0.073], [-0.047, -0.026, 0.020], [0.006, -0.005, 0.275], [0.058, -0.079, 0.091], [0.039, 0.004, -0.024], [0.004, 0.070, 0.029], [-0.223, 0.073, 0.074], [0.053, 0.032, -0.019], [0.099, 0.373, 0.743], [0.115, -0.306, -0.610], [0.026, -0.083, -0.021], [0.002, 0.015, -0.060], [-0.020, 0.045, 0.006], [0.016, 0.014, 0.087], [0.050, 0.019, -0.003], [-0.014, -0.059, 0.001], [-0.012, 0.001, -0.008], [-0.039, 0.068, 0.049], [-0.010, -0.011, -0.046], [0.007, 0.021, 0.019], [-0.481, 0.151, 0.429], [0.050, -0.005, 0.003], [0.049, -0.017, -0.096], [-0.120, 0.145, 0.045], [-0.044, 0.058, 0.000], [-0.079, -0.041, -0.060], [0.049, -0.372, -0.050], [-0.012, -0.010, -0.084], [-0.154, 0.054, -0.042], [-0.034, -0.018, 0.119], [0.005, 0.168, 0.003], [0.015, 0.057, 0.069], [0.049, -0.033, -0.037], [0.031, 0.019, -0.058], [0.015, 0.004, -0.024], [-0.051, 0.084, -0.360], [-0.004, -0.030, -0.005], [-0.124, 0.042, -0.029], [-0.266, 0.229, -0.367], [0.041, 0.569, 0.091], [-0.049, -0.029, -0.056], [-0.316, -0.098, -0.022], [0.037, 0.045, 0.002], [0.018, 0.004, -0.042], [-0.024, -0.155, -0.062], [-0.063, 0.042, -0.019], [-0.066, -0.013, -0.025], [-0.011, -0.082, 0.017], [0.008, 0.236, -0.156], [0.030, 0.071, 0.029], [-0.036, 0.007, 0.032], [0.166, 0.089, 0.056], [0.127, -0.011, -0.246], [0.057, -0.071, -0.128], [-0.084, -0.045, -0.041], [0.061, -0.011, -0.081], [0.038, 0.013, -0.036], [-0.037, 0.002, -0.053], [0.037, 0.009, -0.008], [0.543, 0.255, -0.018], [-0.463, -0.138, 0.083], [0.087, -0.514, 0.278], [0.139, 0.047, -0.038], [-0.053, 0.083, -0.021], [-0.080, -0.018, 0.007], [-0.036, 0.009, -0.012], [0.029, 0.024, -0.013], [-0.044, -0.468, 0.239], [0.023, 0.003, -0.030], [-0.053, 0.037, 0.029], [0.052, 0.046, -0.038], [-0.052, 0.012, 0.078], [0.054, 0.011, 0.044], [-0.001, 0.026, 0.012], [-0.141, -0.628, -0.110], [0.008, -0.083, 0.052], [0.042, 0.043, -0.040], [0.065, 0.029, -0.017], [-0.024, -0.068, 0.241], [0.087, -0.096, -0.001], [0.475, 0.195, -0.069], [-0.086, -0.056, 0.047], [0.535, 0.210, -0.223], [0.022, -0.009, 0.039], [0.041, 0.022, 0.007], [-0.130, 0.013, 0.169], [-0.194, -0.331, -0.243], [0.031, -0.116, 0.033], [0.255, 0.161, -0.064], [-0.020, -0.050, 0.004], [0.039, -0.035, 0.003], [0.006, -0.010, 0.058], [-0.015, -0.040, 0.050], [-0.018, -0.017, 0.048], [0.141, 0.200, -0.028], [0.013, 0.012, 0.102], [-0.074, 0.061, 0.043], [-0.006, 0.081, 0.000]],
  "multiplicity": 2,
  "de_lowest_ev": 0.000,
  "gap_ev": [6.66, 6.72],
  "s2": 0.98,
  "e_tot_ha": -3754.9091,
  "e_lumo_ev": [-0.206, -0.206],
  "e_homo_ev": [-6.8681, -6.9272],
  "fmax_ha_per_bohr": 0.016
}



(2)
{
  "formula": "C44H46MoN5OP2S",
  "method": "ωB97M-V/def2-TZVPD",
  "elements": ["H", "H", "C", "H", "C", "C", "C", "H", "C", "H", "H", "H", "C", "H", "N", "C", "C", "H", "C", "C", "C", "H", "C", "H", "Mo", "H", "C", "O", "H", "C", "C", "C", "S", "H", "C", "H", "N", "C", "C", "N", "H", "C", "C", "H", "C", "H", "C", "C", "H", "H", "C", "N", "C", "H", "H", "H", "H", "C", "C", "C", "H", "H", "P", "C", "H", "H", "H", "C", "H", "C", "N", "H", "H", "H", "H", "H", "C", "H", "C", "C", "H", "C", "H", "H", "H", "C", "C", "H", "H", "H", "H", "C", "H", "C", "C", "C", "C", "H", "P", "C"],
  "positions_angstrom": [[-0.69927, 6.05094, 2.44132], [0.50373, 0.04922, -2.60574], [-0.98890, -2.41303, 1.95399], [-1.94392, -1.60334, -1.63442], [5.73378, -3.35092, -1.84232], [-2.59986, -2.94401, 3.67133], [0.08408, -4.94928, -2.65345], [3.79504, 5.32429, 0.89637], [-0.32284, -2.44164, 4.28265], [-0.53644, 3.95732, 3.76147], [-0.64217, -7.08801, -0.12312], [3.61897, 5.51679, -1.60046], [3.48419, 4.56021, -1.10107], [4.59966, -4.52529, -0.44576], [2.12998, 1.23266, 0.89664], [-0.62436, 2.62106, 0.63313], [-5.03981, -1.42377, -0.90931], [4.02383, 1.78066, 3.69949], [4.93081, -1.13893, -2.20082], [-5.03493, -0.11176, 1.10819], [-2.18810, -1.74020, -0.57723], [0.33823, -4.94674, -3.70749], [2.58856, 1.00675, 2.29572], [-0.80384, 3.76464, -1.18201], [1.37807, -0.54856, 0.09727], [-2.77713, -2.65033, -0.52018], [-7.12725, -0.89116, 0.18379], [3.03263, -0.40760, -1.09233], [4.43839, 4.02876, -1.11791], [-0.54683, 2.68887, 2.02697], [2.37011, 2.42673, 0.32369], [-0.79820, 0.65947, -4.18979], [2.45980, -2.67615, 0.42261], [1.52859, 4.34853, -1.97019], [4.71429, -3.57668, -0.95145], [-6.95977, -2.05774, -1.61134], [2.08258, 2.57561, -0.98042], [-0.66767, 5.09106, 1.93616], [5.85121, -2.10404, -2.47055], [-2.92053, -0.63997, -0.00241], [6.44652, -4.13733, -2.06247], [-0.72432, 3.79939, -0.10068], [-0.57283, 3.91687, 2.67675], [-0.18444, 0.21703, -4.96650], [-1.19433, 1.13584, -1.85241], [2.87550, -0.04361, 2.39446], [-1.98202, 1.31071, -4.51505], [-2.38645, 1.77946, -2.18599], [-3.07022, -2.87421, 1.58773], [2.49004, 3.62321, 3.06300], [-0.46916, -6.15204, -0.64221], [3.92661, -1.40960, -1.33492], [-6.42488, -0.19160, 1.15297], [-3.02302, 2.20299, -1.41431], [1.77160, 1.18923, 2.99831], [2.76590, 3.38839, -2.76973], [-0.07335, -7.09171, -2.53174], [-4.33487, -0.72218, 0.06935], [-0.41104, 0.57425, -2.85769], [-6.42565, -1.51041, -0.84213], [-2.29238, 1.38032, -5.55232], [1.91473, 1.71177, -1.46592], [-0.57634, -2.14265, 0.21744], [3.74332, 1.91056, 2.65488], [-0.82625, 5.94301, -0.02761], [-1.96384, 0.12707, 1.74708], [-4.50757, 0.40857, 1.90134], [3.30528, 3.33207, 2.39676], [1.00764, -1.98333, 2.67285], [-0.01265, -3.75257, -1.96156], [2.88397, 3.46115, 0.99401], [4.12471, 4.02959, 2.54891], [-3.61162, -3.20895, 3.95744], [6.64744, -1.88923, -3.16748], [-6.95601, 0.28780, 1.96811], [-1.86257, -2.94769, 5.68902], [-0.74285, 5.02998, 0.55076], [0.44288, -2.32974, 5.04120], [-0.35327, -3.74872, -0.60906], [3.78796, -2.56315, -0.67965], [-4.51356, -1.88661, -1.73872], [-2.77566, 1.86759, -3.51527], [-0.83063, -4.95892, 1.10720], [-3.70188, 2.36872, -3.77159], [-8.20781, -0.95483, 0.22701], [-2.28931, -2.75754, 2.33159], [-0.14561, -6.15384, -1.99151], [0.18663, -2.82068, -2.47808], [4.92006, -0.14667, -2.62274], [-2.86198, 1.27210, 0.78174], [4.61029, 1.67382, 2.03448], [-0.57885, -4.94823, 0.05251], [-0.47715, 1.78304, 2.62193], [2.42282, 3.74675, -1.80190], [-0.01108, -2.24653, 2.93962], [-1.61651, -2.79139, 4.64432], [3.05450, 4.76570, 0.33274], [2.11678, 5.31837, 0.37762], [-0.68371, 0.96397, -0.13353], [-2.23425, 0.39023, 0.71867]],
  "forces_ev_per_a": [[0.007, -0.101, -0.055], [0.129, -0.044, 0.067], [0.021, -0.036, 0.157], [-0.011, 0.051, -0.210], [0.069, -0.076, -0.036], [0.036, 0.022, -0.016], [-0.017, -0.068, 0.050], [0.087, 0.007, 0.031], [-0.009, 0.013, -0.177], [0.012, -0.012, -0.134], [0.012, 0.081, -0.038], [-0.004, 0.043, -0.013], [0.147, -0.023, -0.040], [0.007, 0.024, -0.005], [0.093, -0.153, 0.422], [0.012, 0.000, 0.022], [-0.115, -0.063, -0.057], [-0.020, -0.009, -0.007], [-0.179, 0.011, 0.116], [-0.179, 0.044, 0.086], [0.039, 0.401, 0.120], [-0.020, 0.000, 0.082], [-0.241, 0.123, -0.310], [0.022, -0.008, 0.065], [1.151, -0.136, 0.408], [-0.129, -0.177, 0.030], [0.027, -0.007, -0.015], [-0.255, -0.237, -0.538], [0.017, 0.040, -0.031], [0.015, 0.078, 0.034], [0.124, -0.297, 0.340], [-0.081, 0.050, 0.064], [0.139, 0.166, -0.019], [-0.062, 0.019, 0.028], [-0.023, -0.093, 0.072], [0.052, 0.047, 0.064], [0.080, -0.010, -0.296], [0.005, -0.008, 0.035], [0.124, -0.067, -0.077], [-0.262, -0.072, 0.026], [-0.053, 0.073, 0.044], [-0.012, 0.084, -0.006], [-0.005, -0.024, -0.036], [-0.053, 0.040, 0.065], [-0.047, 0.112, -0.046], [0.015, -0.046, -0.052], [0.002, -0.004, -0.017], [-0.137, -0.026, -0.101], [0.051, -0.011, 0.080], [-0.046, 0.003, 0.013], [-0.008, 0.085, 0.039], [-0.345, 0.717, 0.106], [0.135, 0.042, 0.057], [0.069, -0.026, -0.059], [-0.116, -0.019, -0.009], [0.016, -0.034, -0.030], [0.005, 0.096, 0.060], [0.306, 0.011, -0.006], [-0.030, 0.050, -0.166], [0.092, -0.020, -0.050], [0.023, -0.003, 0.108], [-0.059, -0.120, -0.047], [-0.155, -0.374, -0.178], [0.095, 0.000, -0.041], [-0.021, -0.053, 0.019], [0.023, -0.060, 0.169], [-0.068, -0.050, -0.071], [-0.083, 0.088, -0.241], [0.013, -0.020, -0.045], [0.021, -0.058, -0.035], [0.096, 0.287, 0.159], [0.053, 0.037, 0.014], [0.088, 0.014, -0.034], [0.013, -0.041, 0.008], [0.049, -0.035, -0.067], [0.021, 0.021, -0.094], [0.021, -0.087, -0.024], [-0.038, 0.006, -0.063], [0.070, 0.020, 0.090], [-0.149, -0.141, 0.051], [-0.073, 0.056, 0.078], [0.038, -0.011, 0.025], [-0.002, 0.010, -0.055], [0.066, -0.048, 0.011], [0.087, 0.002, -0.004], [-0.077, -0.022, 0.054], [-0.002, 0.059, -0.015], [-0.003, 0.074, -0.032], [-0.031, 0.007, -0.017], [-0.162, 0.144, -0.051], [0.040, 0.003, 0.033], [0.013, -0.180, 0.002], [-0.007, 0.005, -0.033], [-0.111, -0.202, 0.150], [-0.107, -0.027, 0.159], [-0.050, -0.008, 0.020], [-0.054, -0.216, 0.149], [-0.110, 0.077, 0.028], [-0.256, 0.458, -0.076], [0.138, -0.237, -0.236]],
  "multiplicity": 2,
  "gap_ev": [6.29, 6.35],
  "charge": 2,
  "s2": 1.18,
  "e_tot_ha": -3201.9361,
  "e_lumo_ev": [-5.799, -5.742],
  "e_homo_ev": [-12.0886, -12.0892],
  "fmax_ha_per_bohr": 0.024
}